2 unconnected molecules or ions with the total composition C20H19FN3O3PS2 at a distorted geometry. Source: the OMol25 dataset; level of theory: wB97M-V/def2-TZVPD.

```
49
C20H19FN3O3PS2 | the OMol25 dataset | wB97M-V/def2-TZVPD
C -1.24 1.05 1.77
C -1.54 -0.30 0.84
O -2.83 -0.65 0.73
N -0.34 -1.00 0.26
C -0.54 -2.48 0.06
C 0.26 -0.30 -0.93
C -0.41 -0.12 -2.41
P -2.16 -0.78 -2.80
S -2.19 -2.72 -3.20
C 0.40 0.67 -3.65
C 1.88 1.32 -3.41
C 2.53 1.16 -1.91
C 1.78 0.36 -0.70
N 2.53 0.25 0.63
C 2.66 1.56 1.13
S 2.32 2.96 2.07
C 3.98 1.93 -2.02
O 4.95 1.88 -1.11
N 3.90 2.71 -3.35
C 3.42 4.14 -3.09
C 4.45 5.01 -2.14
F 3.24 4.93 -4.35
C 2.92 2.13 -4.39
O 2.99 2.27 -5.72
H -1.10 0.65 2.87
H -0.22 1.49 1.41
H -2.13 1.84 1.68
H 0.27 -3.03 0.74
H -0.27 -2.84 -1.05
H -1.57 -2.91 0.39
H -2.56 -0.15 -4.06
H -3.18 -0.40 -1.84
H -0.12 0.79 -4.71
H 2.39 4.02 -2.51
H 4.89 5.90 -2.78
H 5.37 4.40 -1.73
H 3.80 5.50 -1.29
C -2.90 -2.10 4.44
C -3.14 -2.95 5.51
C -3.45 -4.29 5.29
C -3.52 -4.78 3.99
C -3.27 -3.93 2.91
C -2.97 -2.59 3.13
H -2.66 -1.05 4.61
H -3.09 -2.56 6.53
H -3.65 -4.95 6.13
H -3.76 -5.83 3.81
H -3.32 -4.31 1.89
H -2.78 -1.92 2.29
```

Total energy ... -65321.540 eV
HOMO level ... -9.03 eV
ΔE to the lowest compared entry with this formula, charge and spin ... 201.3 kcal per mole
Gap between HOMO and LUMO ... 0.242 Ha
Max |F| ... 0.183 hartree/bohr

---

A molecular structure, C27H52BrGeKN3O9P. Source: the OMol25 dataset; level of theory: wB97M-V/def2-TZVPD.

```
95
C27H52BrGeKN3O9P | the OMol25 dataset | wB97M-V/def2-TZVPD
K 0.05 0.72 -0.56
N 2.10 2.44 1.88
C 0.76 2.37 2.44
C -0.29 3.24 1.75
O 0.02 3.97 0.82
N -1.54 3.14 2.32
C -2.56 3.56 1.52
C -2.96 2.37 0.35
O -4.10 2.52 -0.06
O -2.03 1.61 0.11
H 2.32 3.41 1.68
H 2.12 1.98 0.97
H 0.78 2.68 3.49
H 0.40 1.34 2.46
H -2.31 4.36 0.81
H -3.50 3.73 2.05
C 1.22 3.28 -4.60
C 0.90 3.16 -3.11
C -0.34 4.00 -2.79
C 2.08 3.65 -2.27
O 0.58 1.83 -2.75
Ge 1.49 0.31 -3.38
O 0.29 -0.88 -2.48
C -0.82 -1.48 -3.12
C -0.45 -2.07 -4.48
C -1.95 -0.46 -3.27
C -1.26 -2.61 -2.18
O 2.60 0.35 -1.82
C 3.77 -0.44 -1.80
C 4.63 -0.21 -3.04
C 3.42 -1.92 -1.68
C 4.56 0.01 -0.57
H 1.33 4.33 -4.88
H 0.42 2.85 -5.20
H 2.15 2.76 -4.85
H -0.19 5.05 -3.05
H -0.57 3.93 -1.73
H -1.20 3.63 -3.36
H 2.38 4.66 -2.56
H 2.93 2.97 -2.38
H 1.79 3.67 -1.22
H -0.17 -1.28 -5.19
H -1.29 -2.63 -4.89
H 0.40 -2.74 -4.38
H -1.63 0.37 -3.90
H -2.23 -0.05 -2.30
H -2.84 -0.91 -3.71
H -0.43 -3.30 -2.03
H -2.11 -3.17 -2.60
H -1.56 -2.20 -1.22
H 4.14 -0.59 -3.94
H 5.59 -0.72 -2.93
H 4.81 0.85 -3.18
H 2.82 -2.24 -2.53
H 2.83 -2.10 -0.77
H 4.32 -2.54 -1.63
H 4.82 1.07 -0.67
H 5.48 -0.56 -0.45
H 3.96 -0.11 0.33
Br 3.42 -4.68 3.40
C 2.64 -3.11 2.66
C 1.65 -3.21 1.71
C 1.11 -2.03 1.21
N 1.50 -0.83 1.60
C 2.46 -0.75 2.51
C 3.07 -1.86 3.08
H 1.29 -4.17 1.36
H 0.33 -2.07 0.46
H 2.77 0.26 2.79
H 3.85 -1.74 3.82
C -1.21 -3.72 3.85
C -2.04 -3.67 2.58
O -2.87 -2.51 2.56
P -2.26 -1.16 1.79
O -1.52 -0.36 2.97
C -2.22 0.15 4.11
C -1.23 0.28 5.25
O -3.66 -0.35 1.76
C -4.53 -0.63 0.64
C -5.76 -1.38 1.11
H -0.62 -4.64 3.89
H -1.86 -3.69 4.73
H -0.52 -2.88 3.89
H -2.71 -4.53 2.52
H -1.39 -3.69 1.69
H -3.04 -0.52 4.37
H -2.64 1.12 3.84
H -0.81 -0.69 5.51
H -1.72 0.70 6.13
H -0.42 0.95 4.96
H -3.99 -1.21 -0.12
H -4.78 0.33 0.19
H -5.48 -2.32 1.57
H -6.42 -1.58 0.27
H -6.31 -0.78 1.84
```

Total energy ... -203919.553 eV
HOMO level (spin up / spin down) ... -4.69 / -4.69 eV
Multiplicity ... 2
ΔE to the lowest compared entry with this formula, charge and spin ... 0.0 kcal per mole
Net charge ... -1
Gap between HOMO and LUMO (spin up / spin down) ... 0.246 / 0.224 Ha
Max |F| ... 0.016 hartree/bohr

---

A molecular structure, C46H50BrNO2P2Yb at a distorted geometry. Source: the OMol25 dataset; level of theory: wB97M-V/def2-TZVPD.

```
103
C46H50BrNO2P2Yb | the OMol25 dataset | wB97M-V/def2-TZVPD
Yb 12.05 13.37 12.77
C 14.55 12.61 13.41
C 13.85 12.13 14.52
C 13.72 12.91 15.68
C 14.31 14.22 15.67
C 15.08 14.65 14.64
C 15.28 13.78 13.50
H 14.60 11.93 12.50
H 13.52 11.10 14.54
H 13.32 12.52 16.59
H 14.22 14.96 16.46
H 15.64 15.58 14.64
H 15.83 14.17 12.68
C 10.21 8.39 12.20
C 11.06 9.21 11.29
P 10.54 11.00 11.21
C 9.14 11.26 10.23
C 9.15 10.92 8.86
C 7.90 10.96 8.20
C 6.80 11.44 8.87
C 6.76 11.83 10.21
C 7.97 11.77 10.86
C 11.83 12.01 10.35
C 13.04 11.52 9.87
C 14.01 12.42 9.35
C 13.77 13.78 9.45
C 12.53 14.26 9.92
C 11.54 13.40 10.29
P 9.81 9.10 13.85
C 11.00 8.76 15.12
C 12.03 7.79 15.10
C 12.72 7.58 16.25
C 12.56 8.43 17.36
C 11.66 9.46 17.37
C 10.89 9.62 16.22
C 8.20 8.40 14.24
C 7.14 9.02 13.57
C 5.87 8.37 13.50
C 5.72 7.16 14.14
C 6.75 6.61 14.91
C 7.99 7.22 14.97
H 9.25 8.29 11.66
H 10.57 7.36 12.30
H 11.03 8.79 10.28
H 12.12 9.18 11.59
H 9.97 10.40 8.41
H 7.81 10.57 7.19
H 5.86 11.55 8.29
H 5.80 12.04 10.66
H 8.21 12.04 11.91
H 13.22 10.46 9.88
H 14.83 11.94 8.79
H 14.50 14.51 9.13
H 12.31 15.35 9.81
H 10.59 13.71 10.71
H 12.12 7.17 14.22
H 13.56 6.90 16.24
H 13.21 8.32 18.21
H 11.63 10.15 18.20
H 10.05 10.28 16.32
H 7.27 10.03 13.13
H 5.05 8.93 12.93
H 4.71 6.71 14.11
H 6.60 5.62 15.35
H 8.85 6.76 15.43
C 8.32 18.58 17.45
C 7.80 18.27 16.06
C 6.53 17.34 16.26
C 7.34 19.58 15.37
C 8.77 17.52 15.23
C 9.08 16.21 15.51
C 9.93 15.58 14.67
Br 10.41 13.78 15.18
C 10.58 16.19 13.50
O 11.24 15.47 12.66
C 10.47 17.61 13.41
C 9.51 18.18 14.20
C 11.48 18.53 12.64
C 11.04 18.51 11.15
C 11.55 20.01 13.08
C 12.87 17.92 12.82
H 7.48 18.95 18.09
H 9.10 19.35 17.40
H 8.73 17.69 17.94
H 5.86 17.92 16.89
H 6.80 16.41 16.78
H 6.10 17.04 15.28
H 6.44 20.03 15.77
H 7.05 19.37 14.34
H 8.13 20.36 15.28
H 8.71 15.65 16.42
H 9.45 19.26 14.22
H 10.05 19.06 11.00
H 10.80 17.49 10.74
H 11.88 18.87 10.45
H 10.71 20.68 12.82
H 12.45 20.51 12.65
H 11.67 20.19 14.18
H 12.89 16.87 12.49
H 13.11 17.95 13.94
H 13.67 18.38 12.15
O 9.53 10.68 13.69
N 10.62 11.50 12.76
```

Total energy ... -174223.369 eV
HOMO level (spin up / spin down) ... -15.58 / -15.65 eV
Multiplicity ... 2
ΔE to the lowest compared entry with this formula, charge and spin ... 6.4 kcal per mole
Net charge ... +3
Gap between HOMO and LUMO (spin up / spin down) ... 0.269 / 0.226 Ha
Max |F| ... 0.061 hartree/bohr

---

Repeat the third record exactly.
A molecular structure, C46H50BrNO2P2Yb at a distorted geometry. Source: the OMol25 dataset; level of theory: wB97M-V/def2-TZVPD.

```
103
C46H50BrNO2P2Yb | the OMol25 dataset | wB97M-V/def2-TZVPD
Yb 12.05 13.37 12.77
C 14.55 12.61 13.41
C 13.85 12.13 14.52
C 13.72 12.91 15.68
C 14.31 14.22 15.67
C 15.08 14.65 14.64
C 15.28 13.78 13.50
H 14.60 11.93 12.50
H 13.52 11.10 14.54
H 13.32 12.52 16.59
H 14.22 14.96 16.46
H 15.64 15.58 14.64
H 15.83 14.17 12.68
C 10.21 8.39 12.20
C 11.06 9.21 11.29
P 10.54 11.00 11.21
C 9.14 11.26 10.23
C 9.15 10.92 8.86
C 7.90 10.96 8.20
C 6.80 11.44 8.87
C 6.76 11.83 10.21
C 7.97 11.77 10.86
C 11.83 12.01 10.35
C 13.04 11.52 9.87
C 14.01 12.42 9.35
C 13.77 13.78 9.45
C 12.53 14.26 9.92
C 11.54 13.40 10.29
P 9.81 9.10 13.85
C 11.00 8.76 15.12
C 12.03 7.79 15.10
C 12.72 7.58 16.25
C 12.56 8.43 17.36
C 11.66 9.46 17.37
C 10.89 9.62 16.22
C 8.20 8.40 14.24
C 7.14 9.02 13.57
C 5.87 8.37 13.50
C 5.72 7.16 14.14
C 6.75 6.61 14.91
C 7.99 7.22 14.97
H 9.25 8.29 11.66
H 10.57 7.36 12.30
H 11.03 8.79 10.28
H 12.12 9.18 11.59
H 9.97 10.40 8.41
H 7.81 10.57 7.19
H 5.86 11.55 8.29
H 5.80 12.04 10.66
H 8.21 12.04 11.91
H 13.22 10.46 9.88
H 14.83 11.94 8.79
H 14.50 14.51 9.13
H 12.31 15.35 9.81
H 10.59 13.71 10.71
H 12.12 7.17 14.22
H 13.56 6.90 16.24
H 13.21 8.32 18.21
H 11.63 10.15 18.20
H 10.05 10.28 16.32
H 7.27 10.03 13.13
H 5.05 8.93 12.93
H 4.71 6.71 14.11
H 6.60 5.62 15.35
H 8.85 6.76 15.43
C 8.32 18.58 17.45
C 7.80 18.27 16.06
C 6.53 17.34 16.26
C 7.34 19.58 15.37
C 8.77 17.52 15.23
C 9.08 16.21 15.51
C 9.93 15.58 14.67
Br 10.41 13.78 15.18
C 10.58 16.19 13.50
O 11.24 15.47 12.66
C 10.47 17.61 13.41
C 9.51 18.18 14.20
C 11.48 18.53 12.64
C 11.04 18.51 11.15
C 11.55 20.01 13.08
C 12.87 17.92 12.82
H 7.48 18.95 18.09
H 9.10 19.35 17.40
H 8.73 17.69 17.94
H 5.86 17.92 16.89
H 6.80 16.41 16.78
H 6.10 17.04 15.28
H 6.44 20.03 15.77
H 7.05 19.37 14.34
H 8.13 20.36 15.28
H 8.71 15.65 16.42
H 9.45 19.26 14.22
H 10.05 19.06 11.00
H 10.80 17.49 10.74
H 11.88 18.87 10.45
H 10.71 20.68 12.82
H 12.45 20.51 12.65
H 11.67 20.19 14.18
H 12.89 16.87 12.49
H 13.11 17.95 13.94
H 13.67 18.38 12.15
O 9.53 10.68 13.69
N 10.62 11.50 12.76
```

Total energy ... -174223.369 eV
HOMO level (spin up / spin down) ... -15.58 / -15.65 eV
Multiplicity ... 2
ΔE to the lowest compared entry with this formula, charge and spin ... 6.4 kcal per mole
Net charge ... +3
Gap between HOMO and LUMO (spin up / spin down) ... 0.269 / 0.226 Ha
Max |F| ... 0.061 hartree/bohr